(1)
Computed, not measured: a structure of composition C57H69BrN6O7S2ScSiTe at a distorted geometry, with ωB97M-V/def2-TZVPD.

Atoms and positions in Å:
Sc1 -0.5482 0.4195 0.3763
N1 -0.1409 1.5731 -4.1341
C1 -0.6048 2.1572 -2.1306
N2 0.4710 2.2379 -1.2475
C2 1.7026 1.9338 -1.6137
N3 2.6441 1.8099 -0.6901
N4 2.0369 1.6412 0.5107
C3 2.6585 1.8669 1.5907
C4 1.9906 1.5004 2.8553
C5 2.7019 1.4934 4.0532
C6 2.0607 1.1139 5.2178
C7 0.7203 0.7619 5.1604
C8 0.0917 0.7997 3.9271
N5 0.6982 1.1597 2.8020
C9 2.1512 1.7348 -3.0491
C10 3.5286 1.6702 -3.2768
C11 4.0683 1.4498 -4.5329
C12 3.2367 1.2987 -5.6315
C13 1.8683 1.3614 -5.4477
C14 1.3364 1.5684 -4.1851
H1 -0.5224 1.2975 -5.0339
H2 -1.4999 2.3694 -1.5774
H3 3.6620 2.2931 1.6140
H4 3.7469 1.7810 4.0544
H5 2.5988 1.0898 6.1586
H6 0.1738 0.4705 6.0487
H7 -0.9512 0.5176 3.8337
H8 4.1596 1.7932 -2.4072
H9 5.1434 1.3996 -4.6550
H10 3.6423 1.1307 -6.6214
H11 1.2018 1.2438 -6.2976
O1 -4.6068 -0.0722 -0.5935
S1 -3.8114 1.0625 -0.9298
O2 -4.4473 2.3615 -0.9136
O3 -2.4945 1.1064 -0.1916
C15 -3.0927 1.0458 -2.6378
C16 -3.1730 2.3452 -3.3571
C17 -2.1655 3.0782 -3.8404
C18 -0.7089 2.8512 -3.5158
C19 -0.6418 0.7895 -2.9314
C20 -2.0309 0.2435 -2.7771
S2 -1.9784 -1.4160 -2.0844
O4 -3.2664 -2.0156 -2.2402
O5 -0.9269 -2.0428 -2.9002
O6 -1.5183 -1.2151 -0.7007
H12 -4.1854 2.7021 -3.5224
H13 -2.3987 3.9722 -4.4067
H14 -0.0761 3.7075 -3.7274
H15 0.0878 0.0378 -2.6479
C21 3.9770 -6.2004 -6.2940
C22 3.2736 -5.6117 -5.0998
C23 1.8891 -5.6631 -4.9803
C24 1.2250 -5.1084 -3.8953
C25 -0.2821 -5.2005 -3.8245
C26 1.9893 -4.4871 -2.8961
Te1 0.9462 -3.6084 -1.2652
N6 1.0606 -0.7060 -0.3783
C27 1.0740 -1.1931 0.8048
O7 -0.0066 -1.0591 1.6049
C28 2.3107 -1.8094 1.3976
C29 3.5387 -1.6181 0.7703
C30 4.7021 -2.1093 1.3496
C31 4.6471 -2.7851 2.5649
C32 3.4251 -2.9638 3.2033
C33 2.2609 -2.4723 2.6243
C34 0.3079 -5.4944 -0.4916
C35 1.2709 -6.3935 -0.0143
C36 2.7504 -6.0941 -0.0364
C37 0.8418 -7.6043 0.5096
C38 -0.5069 -7.9334 0.5913
C39 -0.9553 -9.2502 1.1666
C40 -1.4369 -7.0060 0.1414
C41 -1.0574 -5.7803 -0.3969
C42 -2.1390 -4.8344 -0.8524
C43 3.3801 -4.3999 -2.9927
C44 4.2509 -3.7013 -1.9736
C45 3.9982 -4.9827 -4.0950
H16 3.2691 -6.4804 -7.0736
H17 4.5408 -7.0916 -6.0107
H18 4.6847 -5.4848 -6.7137
H19 1.3039 -6.1472 -5.7559
H20 -0.6956 -5.5070 -4.7840
H21 -0.7371 -4.2439 -3.5524
H22 -0.5817 -5.9409 -3.0764
H23 3.5500 -1.0499 -0.1544
H24 5.6570 -1.9551 0.8583
H25 5.5566 -3.1631 3.0183
H26 3.3828 -3.4745 4.1592
H27 1.2982 -2.5902 3.1086
H28 2.9558 -5.0512 0.2222
H29 3.1682 -6.2827 -1.0269
H30 3.2778 -6.7216 0.6796
H31 1.5853 -8.3070 0.8742
H32 -0.1071 -9.8467 1.4999
H33 -1.5084 -9.8266 0.4229
H34 -1.6195 -9.0929 2.0180
H35 -2.4974 -7.2309 0.2153
H36 -2.6553 -5.2171 -1.7355
H37 -1.7543 -3.8498 -1.1100
H38 -2.8859 -4.6900 -0.0716
H39 3.6748 -3.1223 -1.2542
H40 4.9408 -3.0194 -2.4716
H41 4.8483 -4.4236 -1.4133
H42 5.0813 -4.9306 -4.1692
C46 -4.4657 5.2307 0.6428
C47 -3.1615 5.8330 1.1890
C48 -3.5023 7.2102 1.7868
C49 -2.2228 6.0177 -0.0172
Si1 -2.3540 4.7113 2.5159
Br1 -0.9636 3.2905 1.3315
C50 -1.0424 5.6049 3.5978
C51 -1.7274 6.5080 4.6401
C52 -0.1216 6.4526 2.7007
C53 -0.1220 4.6276 4.3559
C54 -3.5623 3.6059 3.4885
C55 -4.7283 4.4362 4.0587
C56 -4.1253 2.5000 2.5845
C57 -2.8503 2.9283 4.6673
H43 -4.8745 5.9199 -0.1088
H44 -5.2284 5.1095 1.4112
H45 -4.3038 4.2696 0.1518
H46 -4.0297 7.7988 1.0260
H47 -2.6204 7.7763 2.0864
H48 -4.1659 7.1255 2.6548
H49 -2.6638 6.7634 -0.6927
H50 -2.1161 5.0804 -0.5680
H51 -1.2231 6.3563 0.2610
H52 -2.3756 7.2618 4.1906
H53 -0.9586 7.0331 5.2207
H54 -2.3285 5.9225 5.3429
H55 -0.6521 7.2510 2.1802
H56 0.3807 5.8293 1.9546
H57 0.6485 6.9220 3.3252
H58 -0.6359 4.1124 5.1647
H59 0.6970 5.2043 4.8047
H60 0.3191 3.8783 3.6933
H61 -5.3757 4.8396 3.2807
H62 -4.3787 5.2714 4.6753
H63 -5.3441 3.7890 4.6950
H64 -4.6223 2.8838 1.6932
H65 -4.8598 1.9157 3.1534
H66 -3.3437 1.8193 2.2485
H67 -2.6937 3.6224 5.4977
H68 -1.8835 2.5125 4.3812
H69 -3.4780 2.1069 5.0352

HOMO (spin up / spin down), eV: -7.00 / -7.00
Net charge: 0
Molar mass, g mol⁻¹: 1294.9
Multiplicity: 2
ΔE to the lowest compared entry with this formula, charge and spin, kcal/mol: 183.6
Kohn-Sham gap (spin up / spin down), eV: 6.3 / 4.8
Strongest force on any atom, eV/Å: 1.5

---

(2)
Computed, not measured: a structure of composition C57H71BrN6O3PS3ScSi4Te at a distorted geometry, with ωB97M-V/def2-TZVPD.

Atoms and positions in Å:
Sc1 -0.3053 -0.0181 0.5003
C1 1.0131 1.4859 6.6475
C2 2.0632 2.1222 5.7351
N1 2.3957 1.3098 4.5441
C3 3.6955 0.6333 4.5300
C4 3.6955 -0.7703 5.1364
C5 1.4873 1.1459 3.5553
S1 1.7314 -0.0571 2.3740
N2 0.4188 1.9783 3.6423
C6 -0.6695 1.8497 2.9342
O1 -0.9441 0.9238 2.0999
C7 -1.7377 2.8679 3.1625
C8 -2.7925 2.9509 2.2558
C9 -3.8201 3.8609 2.4563
C10 -3.8056 4.6852 3.5750
C11 -2.7532 4.6086 4.4818
C12 -1.7185 3.7069 4.2753
H1 0.8708 2.0903 7.5499
H2 1.3245 0.4793 6.9485
H3 0.0580 1.4055 6.1286
H4 2.9915 2.2544 6.2878
H5 1.7250 3.1023 5.4017
H6 4.3875 1.2656 5.0835
H7 4.0330 0.5893 3.4971
H8 3.2999 -0.7567 6.1560
H9 4.7195 -1.1551 5.1730
H10 3.0920 -1.4478 4.5333
H11 -2.7948 2.2982 1.3911
H12 -4.6324 3.9282 1.7407
H13 -4.6200 5.3816 3.7461
H14 -2.7401 5.2550 5.3533
H15 -0.8913 3.6324 4.9705
Br1 -6.0649 -4.6745 -3.2944
C13 -6.2467 -2.7877 -3.2121
C14 -7.4375 -2.2477 -2.7651
C15 -7.5747 -0.8696 -2.7019
C16 -6.5200 -0.0310 -3.0386
C17 -5.3341 -0.5911 -3.5167
C18 -5.1976 -1.9700 -3.6090
N3 -6.7568 1.3811 -3.0362
N4 -5.9349 2.2405 -2.6516
C19 -4.6755 1.9797 -2.0332
C20 -3.6857 2.8652 -2.3962
C21 -2.3518 2.7129 -2.0128
C22 -1.9631 1.6567 -1.2126
O2 -0.7422 1.4757 -0.7929
C23 -2.9849 0.7427 -0.7753
N5 -2.5611 -0.2815 0.0233
C24 -3.4506 -1.0755 0.5593
C25 -4.8306 -0.8590 0.4118
C26 -5.2680 0.1527 -0.3913
C27 -4.3387 0.9397 -1.1077
H16 -8.2561 -2.8954 -2.4726
H17 -8.5092 -0.4294 -2.3681
H18 -4.5179 0.0572 -3.8154
H19 -4.2777 -2.4043 -3.9854
H20 -3.9690 3.6785 -3.0575
H21 -1.5942 3.4172 -2.3413
H22 -3.0669 -1.8917 1.1557
H23 -5.5343 -1.4791 0.9524
H24 -6.3242 0.3730 -0.4586
C28 1.0370 -3.4649 5.4696
Si1 0.0383 -4.7129 4.4723
C29 -0.6774 -5.9537 5.6981
C30 1.2007 -5.6790 3.3588
Si2 -1.5254 -3.5525 3.1708
Te1 -0.0728 -2.6828 1.3273
Si3 -3.0497 -5.0336 2.1706
C31 -2.1255 -6.1430 0.9680
C32 -3.9069 -6.1062 3.4612
C33 -4.4161 -4.1752 1.2020
Si4 -2.5834 -2.0605 4.6340
C34 -4.1075 -1.1402 4.0252
C35 -1.4164 -0.7547 5.3042
C36 -3.2002 -3.1084 6.0760
H25 2.0195 -3.8701 5.7456
H26 0.5051 -3.1965 6.3936
H27 1.1988 -2.5419 4.8897
H28 0.1353 -6.4657 6.2300
H29 -1.2796 -6.7180 5.1880
H30 -1.3189 -5.4695 6.4450
H31 2.0313 -6.1105 3.9306
H32 1.6104 -5.0303 2.5721
H33 0.6578 -6.4988 2.8639
H34 -1.5926 -6.9487 1.4942
H35 -1.3810 -5.5442 0.4255
H36 -2.8064 -6.5985 0.2364
H37 -3.1763 -6.5864 4.1254
H38 -4.5076 -6.8946 2.9883
H39 -4.5773 -5.4998 4.0870
H40 -4.0053 -3.6051 0.3598
H41 -4.9898 -3.4838 1.8380
H42 -5.1155 -4.9170 0.7944
H43 -3.8516 -0.3342 3.3267
H44 -4.6164 -0.6912 4.8864
H45 -4.8190 -1.8180 3.5299
H46 -1.0189 -0.1447 4.4820
H47 -0.5632 -1.2065 5.8274
H48 -1.9374 -0.0884 6.0028
H49 -3.8592 -3.9134 5.7170
H50 -3.7664 -2.4979 6.7912
H51 -2.3669 -3.5793 6.6161
S2 -0.7646 -1.4265 -2.7458
C37 -1.3758 -2.8818 -3.2110
N6 -1.4410 -3.3371 -4.4766
C38 -2.2030 -4.5584 -4.7166
C39 -2.1165 -5.3441 -3.4161
S3 -1.9936 -4.0830 -2.1061
H52 -1.2316 -2.6931 -5.2197
H53 -1.7701 -5.1173 -5.5436
H54 -3.2415 -4.3304 -4.9567
H55 -1.2213 -5.9610 -3.3740
H56 -2.9965 -5.9560 -3.2426
O3 1.3485 -0.3371 -0.7066
P1 2.8539 -0.1363 -0.5536
C40 3.3357 1.4736 0.1167
C41 2.3826 2.4901 0.0989
C42 2.7173 3.7612 0.5408
C43 4.0084 4.0339 0.9782
C44 4.9664 3.0292 0.9690
C45 4.6348 1.7526 0.5339
C46 3.6263 -1.5988 0.1532
C47 3.1399 -2.7882 -0.3906
C48 3.6528 -4.0025 0.0346
C49 4.6601 -4.0334 0.9904
C50 5.1577 -2.8487 1.5179
C51 4.6394 -1.6310 1.1059
C52 3.5808 -0.0458 -2.2082
C53 4.9683 -0.0693 -2.3771
C54 5.5122 0.0106 -3.6505
C55 4.6730 0.1057 -4.7572
C56 3.2955 0.1286 -4.5912
C57 2.7440 0.0541 -3.3163
H57 1.3874 2.3043 -0.2730
H58 1.9629 4.5403 0.5460
H59 4.2701 5.0326 1.3098
H60 5.9783 3.2364 1.3013
H61 5.3957 0.9782 0.5320
H62 2.3529 -2.7568 -1.1388
H63 3.2544 -4.9253 -0.3685
H64 5.0532 -4.9843 1.3284
H65 5.9430 -2.8705 2.2653
H66 5.0098 -0.7149 1.5541
H67 5.6184 -0.1658 -1.5111
H68 6.5888 -0.0061 -3.7826
H69 5.0984 0.1536 -5.7546
H70 2.6468 0.2043 -5.4565
H71 1.6672 0.0631 -3.1719

HOMO, eV: -6.29
Net charge: 0
Molar mass, g mol⁻¹: 1380.2
Multiplicity: 1
ΔE to the lowest compared entry with this formula, charge and spin, kcal/mol: 16.8
Kohn-Sham gap, eV: 6.2
Strongest force on any atom, eV/Å: 1.1

---

Among the records above, which one has the lowest molar mass? C57H69BrN6O7S2ScSiTe

---

The lowest multiplicity belongs to which entry? C57H71BrN6O3PS3ScSi4Te

---

Which value of ΔE to the lowest compared entry with this formula, charge and spin does entry 2 give? 16.8 kcal/mol

---

Which of these has the highest multiplicity? C57H69BrN6O7S2ScSiTe